{
  "formula": "C6H6BrFNO",
  "method": "wB97M-V/def2-TZVPD",
  "symbols": ["C", "C", "C", "C", "C", "C", "N", "O", "F", "Br", "H", "H", "H", "H", "H", "H"],
  "coordinates": [[-0.97808, 0.73981, 0.40551], [-0.06988, 1.57107, 1.01345], [-0.50274, -0.26223, -0.39636], [1.32603, 0.70906, 1.22999], [0.86324, -0.29244, -0.81774], [-1.59806, -1.11646, -0.98116], [1.74345, -0.18840, 0.35789], [2.68585, -0.97511, 0.58898], [-0.41941, 2.54449, 1.89119], [2.35286, 1.15737, 2.76062], [-2.00339, 1.06251, 0.23843], [1.03469, -1.25716, -1.30908], [1.14671, 0.60211, -1.42466], [-1.13469, -2.20224, -1.18491], [-1.95473, -0.66343, -1.92611], [-2.49187, -1.42897, -0.44605]],
  "forces_ev_per_a": [[0.2220, 1.1387, -0.9179], [4.1438, -2.7842, 0.0088], [-3.4393, -0.5011, 0.9272], [-2.9973, 3.2312, -0.1712], [0.5868, -0.3836, -0.7234], [1.8232, -2.7583, -1.7485], [-2.0065, 1.7328, 2.0694], [1.9791, -1.6131, -0.2966], [0.2596, 0.1313, 0.3988], [-0.0723, -0.3840, -0.4090], [-0.2731, -0.2651, 0.7627], [0.6127, 0.4210, -0.0446], [-0.0242, -0.2427, -0.3108], [-0.8720, 2.1258, -0.2142], [-0.0099, -0.5588, -0.1380], [0.0674, 0.7101, 0.8074]],
  "mulliken_charge": [-0.53, -0.19, 0.41, 0.03, -0.58, -1.41, 0.71, -0.82, -0.27, -0.19, 0.37, 0.34, 0.24, 0.28, 0.22, 0.38],
  "e_lumo_ev": 3.39,
  "homo_energy_ev": -2.00,
  "total_energy_ha": -3035.97714,
  "homo_lumo_gap_ev": 5.39,
  "de_lowest_kcal_mol": 0.1,
  "charge": -1,
  "smiles": "CC1=CC(F)=C(Br)N([O-])C1",
  "multiplicity": 1
}